C5H13AlBCl2N2O | ωB97M-V/def2-TZVPD

Structure (XYZ):
```
25
Properties=species:S:1:pos:R:3:mulliken_charge:R:1
C -1.75 -1.82 1.51 -1.095
C -0.78 -1.03 2.48 0.127
Cl -1.78 0.29 3.30 -0.277
C 0.42 -0.30 1.76 -0.343
Cl 2.01 -1.22 2.01 -0.289
Al 0.09 0.20 -0.21 0.220
C 1.08 2.02 -0.49 -0.555
C 0.10 3.17 -0.81 -0.037
N -0.14 3.60 -2.01 -0.681
B 0.94 -1.11 -1.59 0.386
N 0.21 -2.02 -2.52 -0.745
O 2.39 -1.11 -1.68 -0.557
H -1.26 -2.21 0.58 0.162
H -2.15 -2.70 2.10 0.338
H -2.64 -1.19 1.26 0.324
H -0.41 -1.75 3.27 0.380
H 0.56 0.68 2.30 0.299
H -1.46 0.50 -0.50 -0.408
H 1.61 2.28 0.46 0.278
H 1.83 1.91 -1.32 0.261
H -0.45 3.61 0.07 0.268
H -0.83 4.36 -1.92 0.221
H -0.66 -1.55 -2.80 0.273
H 0.73 -2.09 -3.40 0.211
H 2.66 -2.05 -1.73 0.240
```

Results
LUMO (Eh): 0.116
Kohn-Sham gap (eV): 7.8
Total charge: -1
Calculated total energy (eV): -42744.555
HOMO (hartree): -0.1713
Energy relative to the best compared isomer or geometry (same formula, charge and spin) (kJ/mol): 69.46

=====

C27H78O12 | ωB97M-V/def2-TZVPD

Structure (XYZ):
```
117
Properties=species:S:1:pos:R:3:mulliken_charge:R:1
C -4.59 -4.79 -1.53 -1.523
C -4.42 -4.35 -0.18 0.668
C -3.37 -3.20 -0.04 -0.871
O -5.57 -3.88 0.43 -0.579
H -4.76 -3.89 -2.13 0.388
H -5.36 -5.54 -1.71 0.364
H -3.66 -5.24 -1.88 0.294
H -4.20 -5.23 0.42 0.184
H -3.43 -2.65 -0.97 0.320
H -2.35 -3.54 -0.18 0.271
H -3.31 -2.59 0.86 0.167
H -5.53 -4.04 1.38 0.302
C 0.48 -0.16 -4.92 -0.708
C 0.60 0.38 -6.35 0.329
C 0.25 1.92 -6.51 -0.945
O 1.91 0.19 -6.81 -0.602
H -0.49 0.15 -4.54 0.515
H 1.09 0.26 -4.12 -0.227
H 0.66 -1.23 -4.92 0.371
H -0.11 -0.19 -6.96 0.307
H -0.83 2.05 -6.44 0.348
H 0.56 2.45 -7.41 0.373
H 0.67 2.37 -5.62 -0.144
H 1.88 -0.75 -7.00 0.342
C -2.09 3.50 1.91 -0.620
C -1.56 4.31 0.78 0.347
C -1.48 5.78 1.11 -1.484
O -0.29 3.77 0.28 0.113
H -1.97 2.42 1.81 -0.126
H -3.15 3.67 2.11 0.422
H -1.54 3.80 2.80 0.057
H -2.22 4.12 -0.06 0.345
H -0.73 5.91 1.89 0.302
H -2.45 6.11 1.48 0.405
H -1.12 6.36 0.25 0.380
H 0.34 4.07 0.94 0.090
C 2.12 5.42 -2.69 -1.591
C 1.42 4.20 -3.06 0.653
C 2.02 3.00 -2.45 -1.044
O 0.03 4.15 -2.72 -0.596
H 1.99 5.74 -1.66 0.276
H 1.74 6.32 -3.18 0.372
H 3.21 5.33 -2.74 0.384
H 1.40 4.12 -4.15 0.258
H 3.08 3.04 -2.71 0.377
H 1.66 1.98 -2.61 0.165
H 2.06 3.06 -1.36 0.334
H 0.04 4.10 -1.76 0.224
C -0.27 -0.37 1.47 -0.281
C -0.16 0.23 0.05 1.406
C 0.43 -0.90 -0.89 -1.167
O -1.43 0.67 -0.39 -0.773
H 0.70 -0.61 1.92 0.187
H -0.76 -1.34 1.38 0.112
H -0.92 0.27 2.06 -0.369
H 0.47 1.12 0.08 -0.162
H 0.13 -0.58 -1.89 0.108
H -0.07 -1.85 -0.71 0.261
H 1.52 -0.96 -0.82 0.355
H -1.30 1.62 -0.31 0.196
C 0.85 -4.78 -3.10 -0.819
C 2.29 -5.00 -3.02 -0.218
O 3.07 -4.20 -3.87 -0.511
H 0.67 -3.72 -2.93 0.014
H 0.18 -5.23 -2.37 0.339
H 0.52 -5.13 -4.07 0.293
H 2.32 -6.01 -3.44 0.219
H 2.73 -4.85 -2.04 0.360
H 3.88 -4.07 -3.37 0.318
C -1.74 -5.22 4.05 -1.282
C -0.84 -4.04 4.10 -0.085
O 0.37 -4.34 4.62 -0.583
H -2.72 -4.81 3.80 0.312
H -1.79 -5.61 5.07 0.342
H -1.50 -5.97 3.31 0.369
H -1.22 -3.20 4.68 0.381
H -0.74 -3.75 3.05 0.244
H 0.61 -5.10 4.08 0.330
C 3.91 -0.86 -3.00 -0.788
C 4.22 -0.49 -4.47 0.269
O 5.22 0.53 -4.46 -0.588
H 4.76 -1.33 -2.50 0.520
H 3.19 -1.65 -2.81 0.032
H 3.56 0.02 -2.47 0.169
H 3.33 -0.20 -5.02 -0.102
H 4.53 -1.36 -5.05 0.287
H 5.25 0.97 -5.32 0.313
C 0.30 3.42 4.88 -1.181
C -0.38 2.03 4.64 0.749
O -0.20 1.27 5.81 -0.592
H -0.28 4.02 5.58 0.290
H 0.66 3.91 3.97 0.221
H 1.30 3.31 5.29 0.423
H 0.12 1.61 3.77 -0.303
H -1.43 2.04 4.35 0.106
H 0.72 1.02 5.89 0.352
C 2.87 1.26 2.64 -0.127
C 3.94 2.08 3.30 -0.710
O 4.69 1.25 4.14 -0.510
H 3.37 0.44 2.13 0.358
H 2.26 1.89 1.99 0.002
H 2.25 0.66 3.30 0.049
H 3.53 2.98 3.76 0.297
H 4.52 2.44 2.45 0.346
H 4.26 1.24 5.00 0.305
C -4.55 -0.93 3.56 -0.768
C -4.93 0.53 3.91 -0.427
O -4.04 1.34 3.14 -0.376
H -5.04 -1.68 4.18 0.438
H -3.49 -1.19 3.57 0.158
H -4.85 -1.16 2.53 0.214
H -4.74 0.90 4.91 0.297
H -6.00 0.62 3.72 0.286
H -3.16 1.14 3.47 0.142
O 2.30 -2.16 4.21 -0.636
H 2.69 -2.26 3.34 0.283
H 1.47 -2.63 4.15 0.320
```

Results
LUMO (Eh): 0.006
SMILES: CC(C)O.CC(C)O.CC(C)O.CC(C)O.CC(C)O.CCO.CCO.CCO.CCO.CCO.CCO.O
Kohn-Sham gap (eV): 9.9
Calculated total energy (eV): -53828.580
HOMO (hartree): -0.3591
Energy relative to the best compared isomer or geometry (same formula, charge and spin) (kJ/mol): 429.09